Entry from OMol25: a structure of composition C2H2Br6Ca2F2O2PRb at a distorted geometry (the ωB97M-V functional and the def2-TZVPD basis).

The value obtained for the strongest force on any atom is 0.08861 hartree/bohr. The spin multiplicity is 2. As for the charge: +3. For the LUMO energy (alpha / beta), the calculation gives -11.60 / -13.23 eV. For the highest occupied orbital energy (alpha / beta), the calculation gives -15.80 / -15.80 eV. For the HOMO-LUMO gap (alpha / beta), the calculation gives 4.197 / 2.567 eV.

Positions of all 18 atoms, in Å:
Rb: -3.576 2.526 0.812
Ca: -4.363 -1.566 0.569
Ca: -3.111 -0.075 -2.778
O: -2.174 -1.350 1.021
P: -1.131 -0.583 0.306
O: -1.274 -0.091 -1.127
F: 0.329 -1.222 0.545
F: -1.149 0.820 1.170
C: 1.411 -2.015 -2.815
Br: 2.701 -3.534 -2.688
Br: -0.368 -2.912 -3.148
Br: 2.130 -0.612 -4.040
H: 1.399 -1.546 -1.831
C: 1.683 2.463 2.787
Br: 2.078 0.539 2.711
Br: 2.691 3.403 1.414
Br: 2.120 3.331 4.464
H: 0.605 2.423 2.630

Entry from OMol25: a structure of composition C30H37O4PRuS4 (the ωB97M-V functional and the def2-TZVPD basis).

The value obtained for the strongest force on any atom is 0.00532 hartree/bohr. The spin multiplicity is 5. As for the charge: +2. For the LUMO energy (alpha / beta), the calculation gives -5.90 / -7.79 eV. For the highest occupied orbital energy (alpha / beta), the calculation gives -13.58 / -13.91 eV. For the energy relative to the best compared isomer or geometry (same formula, charge and spin), the calculation gives 0.0 kcal per mole. For the HOMO-LUMO gap (alpha / beta), the calculation gives 7.675 / 6.125 eV.

Positions of all 77 atoms, in Å:
Ru: -0.276 1.155 0.630
O: 1.774 0.780 0.475
S: 3.254 0.706 0.090
C: 4.062 0.265 1.669
C: 3.182 0.526 2.896
C: 2.459 -0.753 3.325
C: 1.404 -0.534 4.409
S: -0.261 -0.237 3.771
O: 0.002 0.693 2.571
C: -0.673 -1.831 3.124
C: -0.311 -2.245 1.851
C: -0.675 -3.516 1.434
C: -1.379 -4.355 2.288
C: -1.734 -3.927 3.561
C: -1.393 -2.652 3.985
C: 3.796 2.365 -0.151
C: 3.361 3.408 0.660
C: 3.856 4.679 0.424
C: 4.774 4.892 -0.599
C: 5.193 3.843 -1.405
C: 4.696 2.565 -1.190
H: 4.997 0.823 1.676
H: 4.303 -0.794 1.571
H: 2.453 1.306 2.678
H: 3.806 0.896 3.710
H: 3.193 -1.466 3.705
H: 1.998 -1.232 2.458
H: 1.629 0.320 5.050
H: 1.266 -1.407 5.050
H: 0.251 -1.597 1.185
H: -0.404 -3.854 0.444
H: -1.656 -5.346 1.959
H: -2.290 -4.579 4.220
H: -1.692 -2.304 4.966
H: 2.637 3.236 1.444
H: 3.529 5.504 1.042
H: 5.165 5.886 -0.769
H: 5.901 4.018 -2.202
H: 5.002 1.742 -1.822
C: 0.264 6.760 -2.413
C: 1.063 5.481 -2.351
C: 0.849 4.554 -3.523
O: 0.795 4.767 -1.073
P: -0.426 3.944 -0.596
S: -0.259 3.605 1.354
S: -0.405 2.067 -1.477
O: -1.673 4.736 -1.054
C: -3.142 4.544 -0.940
C: -3.591 3.474 -1.905
C: -3.553 4.295 0.490
H: 0.643 7.356 -3.244
H: 0.380 7.342 -1.501
H: -0.793 6.568 -2.585
H: 2.123 5.709 -2.235
H: -0.211 4.331 -3.662
H: 1.403 3.624 -3.401
H: 1.201 5.043 -4.431
H: -3.500 5.520 -1.266
H: -3.250 2.487 -1.586
H: -3.228 3.668 -2.913
H: -4.681 3.464 -1.933
H: -3.224 3.315 0.840
H: -4.642 4.325 0.535
H: -3.164 5.060 1.159
C: -2.076 0.624 0.597
C: -3.260 0.275 0.635
C: -4.608 -0.114 0.676
C: -5.198 -0.480 1.899
C: -6.525 -0.854 1.930
C: -7.268 -0.868 0.753
C: -6.692 -0.510 -0.463
C: -5.367 -0.130 -0.509
H: -4.605 -0.461 2.803
H: -6.988 -1.133 2.865
H: -8.309 -1.162 0.783
H: -7.282 -0.530 -1.368
H: -4.900 0.148 -1.444

Entry from OMol25: a structure of composition C4H7IO at a distorted geometry (the ωB97M-V functional and the def2-TZVPD basis).

The value obtained for the strongest force on any atom is 0.07034 hartree/bohr. As for the charge: 0. For the LUMO energy, the calculation gives 0.45 eV. For the highest occupied orbital energy, the calculation gives -9.41 eV. For the energy relative to the best compared isomer or geometry (same formula, charge and spin), the calculation gives 40.3 kcal per mole. For the HOMO-LUMO gap, the calculation gives 9.851 eV.

Positions of all 13 atoms, in Å:
C: 0.941 -0.648 0.433
C: -0.491 -0.498 -0.468
C: 1.310 0.432 -0.442
C: -1.639 0.183 0.291
O: 0.190 0.437 -1.306
I: 1.767 2.467 0.391
H: 0.905 -0.378 1.513
H: 1.475 -1.616 0.306
H: -0.814 -1.531 -1.014
H: 2.139 0.227 -1.047
H: -1.146 0.983 0.942
H: -2.196 -0.734 0.712
H: -2.441 0.677 -0.311

Entry from OMol25: a structure of composition C32H29CuN5OPS2 at a distorted geometry (the ωB97M-V functional and the def2-TZVPD basis).

The value obtained for the strongest force on any atom is 0.02457 hartree/bohr. The spin multiplicity is 2. As for the charge: +1. For the LUMO energy (alpha / beta), the calculation gives -2.54 / -2.76 eV. For the highest occupied orbital energy (alpha / beta), the calculation gives -8.20 / -9.84 eV. For the energy relative to the best compared isomer or geometry (same formula, charge and spin), the calculation gives 0.0 kcal per mole. For the HOMO-LUMO gap (alpha / beta), the calculation gives 5.654 / 7.079 eV.

Positions of all 71 atoms, in Å:
Cu: 1.335 -0.520 1.261
C: -0.149 -0.463 5.238
C: 0.536 -0.193 3.935
N: 1.132 -1.149 3.245
N: 1.299 -2.383 3.703
C: 2.021 -3.309 3.047
N: 2.351 -4.490 3.651
S: 2.728 -2.971 1.491
C: 0.649 1.120 3.356
C: 0.115 2.295 3.911
C: 0.373 3.506 3.308
C: 1.151 3.554 2.152
C: 1.607 2.357 1.633
N: 1.373 1.191 2.209
H: 0.548 -0.886 5.964
H: -0.980 -1.158 5.093
H: -0.558 0.446 5.660
H: 0.930 -2.642 4.621
H: 1.745 -4.885 4.356
H: 2.798 -5.164 3.050
H: -0.502 2.260 4.795
H: -0.031 4.416 3.725
H: 1.377 4.488 1.663
H: 2.190 2.317 0.720
O: 0.302 -3.896 1.005
C: 1.282 -3.517 0.446
C: 1.600 -3.469 -0.986
C: 2.057 -4.622 -1.618
C: 2.395 -4.584 -2.959
C: 2.280 -3.398 -3.670
C: 1.798 -2.256 -3.054
C: 1.456 -2.277 -1.707
P: 0.710 -0.853 -0.838
C: 1.174 0.558 -1.883
C: 0.271 1.516 -2.328
C: 0.728 2.612 -3.043
C: 2.077 2.758 -3.320
C: 2.984 1.826 -2.840
C: 2.539 0.740 -2.112
C: -1.060 -1.131 -1.149
C: -1.608 -1.004 -2.423
C: -2.974 -1.124 -2.594
C: -3.797 -1.393 -1.510
C: -3.249 -1.559 -0.250
C: -1.884 -1.424 -0.067
H: 2.135 -5.546 -1.065
H: 2.736 -5.478 -3.460
H: 2.568 -3.365 -4.709
H: 1.692 -1.334 -3.609
H: -0.784 1.403 -2.123
H: 0.025 3.354 -3.393
H: 2.426 3.598 -3.901
H: 4.038 1.950 -3.035
H: 3.240 0.015 -1.718
H: -0.969 -0.805 -3.273
H: -3.400 -0.998 -3.577
H: -4.864 -1.468 -1.655
H: -3.886 -1.766 0.595
H: -1.449 -1.522 0.918
S: -1.702 1.512 1.019
C: -2.487 2.526 -0.032
N: -1.783 3.546 -0.620
C: -2.323 4.422 -1.494
C: -3.634 4.328 -1.841
C: -4.416 3.296 -1.269
C: -3.856 2.419 -0.391
H: -0.806 3.616 -0.360
H: -1.669 5.188 -1.886
H: -4.067 5.027 -2.534
H: -5.460 3.217 -1.532
H: -4.423 1.621 0.059

Entry from OMol25: an isolated molecule of C4H7NO (the ωB97M-V functional and the def2-TZVPD basis).

The value obtained for the strongest force on any atom is 0.01399 hartree/bohr. As for the charge: 0. For the LUMO energy, the calculation gives 0.84 eV. For the highest occupied orbital energy, the calculation gives -8.69 eV. For the energy relative to the best compared isomer or geometry (same formula, charge and spin), the calculation gives 116.9 kcal per mole. For the HOMO-LUMO gap, the calculation gives 9.529 eV.

Positions of all 13 atoms, in Å:
C: -1.693 0.376 0.134
N: -0.464 -0.156 -0.442
C: 0.417 -1.342 0.470
C: 0.815 0.071 0.233
C: 1.978 0.328 -0.686
O: 2.887 1.080 -0.422
H: -2.530 -0.283 -0.111
H: -1.889 1.371 -0.278
H: -1.610 0.446 1.227
H: -0.157 -1.384 1.410
H: -0.431 -1.066 -0.925
H: 0.717 0.827 1.014
H: 1.959 -0.270 -1.622

Entry from OMol25: an isolated molecule of C3H6N2O (the ωB97M-V functional and the def2-TZVPD basis).

The value obtained for the strongest force on any atom is 0.00814 hartree/bohr. As for the charge: 0. For the LUMO energy, the calculation gives 0.92 eV. For the highest occupied orbital energy, the calculation gives -10.01 eV. For the energy relative to the best compared isomer or geometry (same formula, charge and spin), the calculation gives 20.5 kcal per mole. For the HOMO-LUMO gap, the calculation gives 10.932 eV.

Positions of all 12 atoms, in Å:
H: 2.525 -1.996 -0.277
N: 1.789 -1.618 0.315
C: 1.570 -0.399 0.045
N: 0.574 0.289 0.749
C: -0.375 0.953 -0.075
C: -1.703 0.235 -0.154
O: -0.078 1.918 -0.732
H: 2.054 0.198 -0.730
H: 0.151 -0.359 1.404
H: -2.393 0.782 -0.797
H: -1.494 -0.753 -0.586
H: -2.147 0.065 0.833

Entry from OMol25: a structure of composition C28H50B3Br30NO4 at a distorted geometry (the ωB97M-V functional and the def2-TZVPD basis).

The value obtained for the strongest force on any atom is 0.04279 hartree/bohr. As for the charge: 0. For the LUMO energy, the calculation gives -0.32 eV. For the highest occupied orbital energy, the calculation gives -9.81 eV. For the HOMO-LUMO gap, the calculation gives 9.489 eV.

Positions of all 116 atoms, in Å:
C: 6.873 -1.977 -3.724
C: 5.621 -1.090 -3.862
C: 5.924 0.397 -3.677
C: 5.132 1.262 -4.661
C: 4.273 2.321 -3.982
C: 2.790 2.045 -4.159
C: 1.942 3.086 -3.429
C: 0.881 2.500 -2.505
C: -0.365 3.345 -2.467
C: -1.366 2.862 -1.443
C: -2.614 3.743 -1.409
C: -3.904 2.991 -1.748
C: -4.795 2.736 -0.542
C: -6.048 3.583 -0.550
C: -7.054 3.110 -1.590
B: -7.892 1.880 -1.116
O: -9.172 2.104 -0.620
B: -9.983 1.470 -1.519
O: -9.824 0.119 -1.681
B: -8.507 -0.285 -1.552
C: -8.186 -1.792 -1.821
C: -7.791 -2.165 -3.252
O: -6.482 -2.706 -3.194
C: -7.828 -1.061 -4.259
N: -9.189 -0.709 -4.658
O: -7.500 0.571 -1.184
H: 6.846 -2.488 -2.795
H: 6.931 -2.658 -4.539
H: 7.734 -1.354 -3.758
H: 5.231 -1.232 -4.843
H: 4.916 -1.404 -3.136
H: 6.964 0.593 -3.759
H: 5.636 0.639 -2.678
H: 4.517 0.645 -5.274
H: 5.865 1.703 -5.295
H: 4.510 3.269 -4.412
H: 4.447 2.405 -2.932
H: 2.613 2.061 -5.211
H: 2.582 1.051 -3.831
H: 1.533 3.739 -4.165
H: 2.609 3.645 -2.810
H: 0.644 1.515 -2.853
H: 1.304 2.376 -1.535
H: -0.803 3.326 -3.444
H: -0.112 4.372 -2.262
H: -1.603 1.847 -1.651
H: -0.892 2.961 -0.491
H: -2.677 4.236 -0.464
H: -2.501 4.506 -2.150
H: -4.399 3.521 -2.529
H: -3.605 2.046 -2.148
H: -5.042 1.702 -0.466
H: -4.240 3.019 0.327
H: -6.483 3.581 0.422
H: -5.778 4.596 -0.738
H: -7.750 3.910 -1.721
H: -6.620 2.941 -2.554
H: -10.816 2.015 -2.160
H: -7.434 -2.176 -1.149
H: -9.078 -2.338 -1.589
H: -8.402 -2.974 -3.566
H: -5.983 -2.226 -3.818
H: -7.230 -0.209 -4.001
H: -7.373 -1.453 -5.149
H: -9.202 -0.486 -5.626
H: -9.383 0.142 -4.191
C: 0.347 6.284 0.376
Br: 0.684 7.885 1.392
Br: 0.527 6.618 -1.518
Br: 1.416 4.825 1.033
H: -0.681 6.013 0.543
C: -8.806 -5.390 0.235
Br: -7.048 -4.656 0.513
Br: -10.164 -4.320 1.090
Br: -9.179 -5.661 -1.637
H: -8.824 -6.357 0.704
C: 9.680 2.811 1.247
Br: 11.256 3.917 1.311
Br: 8.472 3.372 -0.145
Br: 10.131 0.940 1.099
H: 9.165 2.938 2.183
C: 4.095 -1.176 2.819
Br: 2.758 0.038 2.153
Br: 3.934 -2.928 2.036
Br: 5.857 -0.428 2.608
H: 3.927 -1.290 3.875
C: -4.386 -3.769 4.037
Br: -5.539 -2.576 5.016
Br: -5.131 -5.541 3.902
Br: -3.939 -3.053 2.305
H: -3.470 -3.855 4.593
C: 8.889 -1.573 5.594
Br: 7.583 -0.276 6.178
Br: 8.205 -3.375 5.699
Br: 9.565 -1.170 3.833
H: 9.721 -1.510 6.273
C: 3.888 3.674 3.795
Br: 5.095 2.647 4.893
Br: 2.048 3.214 4.138
Br: 4.194 5.568 3.971
H: 4.094 3.413 2.771
C: -8.442 -5.241 7.258
Br: -8.749 -4.967 5.375
Br: -6.601 -4.930 7.741
Br: -9.644 -4.187 8.334
H: -8.654 -6.273 7.466
C: 12.002 -4.215 6.445
Br: 12.166 -2.545 7.399
Br: 12.329 -3.991 4.562
Br: 13.128 -5.581 7.205
H: 10.981 -4.544 6.553
C: 10.100 -7.719 4.443
Br: 11.842 -7.971 3.659
Br: 10.127 -7.980 6.352
Br: 9.347 -6.006 3.978
H: 9.455 -8.473 4.029

Entry from OMol25: an isolated molecule of C3H3F3O at a distorted geometry (the ωB97M-V functional and the def2-TZVPD basis).

The value obtained for the strongest force on any atom is 0.10415 hartree/bohr. As for the charge: 0. For the LUMO energy, the calculation gives 0.69 eV. For the highest occupied orbital energy, the calculation gives -9.05 eV. For the energy relative to the best compared isomer or geometry (same formula, charge and spin), the calculation gives 62.0 kcal per mole. For the HOMO-LUMO gap, the calculation gives 9.735 eV.

Positions of all 10 atoms, in Å:
O: 1.587 0.261 -0.213
C: 0.596 -0.261 0.508
F: 0.883 -1.314 1.376
C: -0.841 -0.030 0.095
C: -0.540 0.942 1.203
F: -0.307 2.237 0.779
F: -1.218 0.753 2.307
H: 2.249 0.351 0.484
H: -1.028 0.107 -0.909
H: -1.622 -0.811 0.242

Entry from OMol25: a cluster of 3 separate species, C23H55BClFN9O13P2S2 in total at a distorted geometry (the ωB97M-V functional and the def2-TZVPD basis).

The value obtained for the strongest force on any atom is 0.19407 hartree/bohr. As for the charge: +1. For the LUMO energy, the calculation gives -6.57 eV. For the highest occupied orbital energy, the calculation gives -10.86 eV. For the HOMO-LUMO gap, the calculation gives 4.290 eV.

Positions of all 107 atoms, in Å:
C: -5.828 -4.894 1.594
C: -5.570 -3.979 0.226
C: -4.101 -4.316 -0.488
C: -3.372 -2.896 -0.858
N: -3.150 -1.935 0.252
C: -2.146 -2.305 1.299
N: -2.865 -3.245 2.289
C: -0.724 -2.930 0.785
P: 0.148 -4.063 2.116
O: 0.406 -5.532 1.499
C: 0.327 -1.785 0.167
O: -0.426 -1.253 -1.023
N: 0.269 -0.266 -1.615
O: -0.531 0.182 -2.457
B: 1.651 -2.514 -0.480
O: 3.033 -1.937 -0.409
O: 1.569 -3.855 -1.157
N: 0.566 -0.600 1.051
C: 1.412 -0.812 2.250
C: 1.698 0.663 2.992
C: 2.476 0.311 4.431
N: 3.849 0.842 4.804
O: 1.867 -0.455 5.377
C: -0.855 -0.134 1.433
N: -1.203 1.194 1.151
C: -2.598 1.769 1.404
C: -3.382 1.893 -0.039
C: -5.015 2.000 0.061
C: -5.763 0.688 0.698
S: -7.389 1.335 1.466
O: -8.242 2.014 0.325
O: -8.181 0.243 2.225
Cl: -7.021 2.910 2.850
P: -0.028 2.371 0.416
O: -0.452 2.842 -1.035
N: -1.858 -1.041 2.046
S: -2.015 -1.050 3.738
O: -1.557 0.370 4.261
O: -1.174 -2.065 4.548
F: -3.648 -1.200 4.351
H: -6.778 -5.603 1.457
H: -6.016 -4.213 2.551
H: -4.871 -5.533 1.838
H: -6.484 -4.208 -0.507
H: -5.679 -2.836 0.511
H: -3.449 -5.069 0.128
H: -4.386 -4.847 -1.517
H: -2.411 -3.157 -1.518
H: -4.105 -2.360 -1.635
H: -3.078 -0.952 -0.041
H: -2.735 -4.243 2.015
H: -3.885 -3.025 2.317
H: -0.832 -3.696 -0.129
H: 1.450 -3.581 2.497
H: -0.659 -4.282 3.286
H: 2.956 -1.089 -0.938
H: 0.921 -3.740 -1.914
H: 0.918 -1.470 3.114
H: 2.480 -1.258 2.085
H: 2.434 1.335 2.373
H: 0.717 1.217 3.302
H: 4.277 0.150 5.491
H: 3.689 1.700 5.413
H: -3.197 1.232 2.248
H: -2.421 2.884 1.775
H: -3.063 1.072 -0.836
H: -3.013 2.916 -0.527
H: -5.409 2.094 -1.059
H: -5.289 3.005 0.597
H: -6.122 0.027 -0.228
H: -5.133 0.082 1.478
H: 0.009 3.491 1.365
H: 1.329 1.852 0.382
C: -0.679 5.948 -5.051
C: 0.732 6.529 -4.991
C: 1.843 5.456 -5.062
O: 2.042 4.732 -3.844
C: 1.126 3.666 -3.641
N: 0.857 7.358 -3.782
H: -0.988 5.490 -4.108
H: -1.405 6.739 -5.272
H: -0.760 5.193 -5.841
H: 0.850 7.179 -5.866
H: 2.794 5.969 -5.255
H: 1.689 4.768 -5.902
H: 0.846 3.176 -4.579
H: 0.240 4.029 -3.118
H: 1.607 2.926 -2.995
H: 1.766 7.821 -3.798
H: 0.928 6.718 -2.984
C: 8.790 -1.688 -0.387
C: 7.431 -2.189 -0.870
C: 6.651 -1.147 -1.704
O: 6.043 -0.108 -0.929
C: 6.924 0.946 -0.570
N: 6.651 -2.647 0.290
H: 8.711 -0.997 0.455
H: 9.406 -2.530 -0.048
H: 9.333 -1.185 -1.195
H: 7.618 -3.053 -1.519
H: 5.821 -1.666 -2.199
H: 7.270 -0.723 -2.504
H: 7.667 1.149 -1.347
H: 7.414 0.716 0.378
H: 6.326 1.849 -0.419
H: 5.786 -3.071 -0.046
H: 6.330 -1.810 0.787

Calculated total energy: -478688.9474; -95097.1506; -14407.4870; -118746.2015; -7794.5749; -8235.8085; -2142833.1509; -13356.7590; -120912.4319 (eV)
Molecular weight: 772.05; 721.93; 198.00; 658.27; 85.11; 86.09; 2894.27; 112.05; 857.09 (g/mol)